No. 1
Below is C23H28Cl2N4O2PdSSe3 as an isolated structure, with properties calculated with ωB97M-V/def2-TZVPD.

XYZ file:
```
64
Properties=species:S:1:pos:R:3
Pd -1.373 1.065 0.863
C 0.018 5.428 -1.394
Se -1.761 4.695 -1.147
C -1.832 4.924 0.790
C -3.190 4.538 1.336
Se -3.570 2.614 1.146
C -3.644 2.143 3.029
H 0.761 4.808 -0.900
H 0.054 6.442 -1.002
H 0.212 5.452 -2.464
H -1.611 5.970 1.015
H -1.063 4.295 1.229
H -3.997 5.058 0.818
H -3.263 4.779 2.397
H -4.415 2.741 3.509
H -2.673 2.315 3.495
H -3.896 1.085 3.074
S -0.399 -0.168 2.501
C 1.186 -0.588 2.025
N 1.988 -1.131 2.946
C 3.372 -1.500 2.695
C 3.906 -0.673 1.534
C 2.949 -0.781 0.353
N 1.615 -0.415 0.790
H 1.610 -1.217 3.874
H 3.439 -2.572 2.483
H 3.938 -1.298 3.606
H 4.896 -1.024 1.248
H 3.977 0.376 1.830
H 2.932 -1.798 -0.055
H 3.231 -0.098 -0.447
H 0.981 0.021 0.131
Se 2.761 3.428 1.723
C 1.173 2.788 1.224
N 0.142 2.350 0.905
Cl -0.178 -3.685 -4.320
C 0.350 -4.354 -2.814
C 1.203 -5.444 -2.823
C 1.608 -6.007 -1.622
C 1.176 -5.473 -0.420
C 0.349 -4.362 -0.431
Cl -0.144 -3.645 1.070
C -0.095 -3.781 -1.622
N -0.945 -2.674 -1.609
C -0.454 -1.395 -1.843
C 0.875 -1.147 -2.178
C 1.332 0.158 -2.344
C 0.485 1.237 -2.146
C -0.854 0.987 -1.848
C -1.348 -0.310 -1.719
C -2.803 -0.567 -1.399
C -3.032 -1.139 0.019
O -3.446 -2.273 0.170
O -2.767 -0.351 1.010
H 1.526 -5.850 -3.769
H 2.263 -6.865 -1.625
H 1.482 -5.896 0.525
H -1.700 -2.734 -0.932
H 1.561 -1.973 -2.301
H 2.369 0.321 -2.605
H 0.841 2.255 -2.222
H -1.540 1.831 -1.762
H -3.216 -1.286 -2.108
H -3.353 0.373 -1.492
```

Calculated values
calculated total energy	-9913.559029	Eh
gap between HOMO and LUMO	0.2620	Eh
energy relative to the best compared isomer or geometry (same formula, charge and spin)	0.0	kJ/mol
HOMO energy	-7.88	eV
M	838.78	g/mol
spin multiplicity	1

=====

No. 2
Below is a 2-piece molecular cluster, CH2Cl2N2 overall at a distorted geometry, with properties calculated with ωB97M-V/def2-TZVPD.

XYZ file:
```
7
Properties=species:S:1:pos:R:3
C 2.472 1.659 -0.282
N 3.224 0.808 -0.042
N 0.702 -0.927 1.280
Cl 0.674 -1.584 -0.337
Cl 4.341 -0.320 0.303
H 1.742 -0.813 1.405
H 0.154 -0.162 1.275
```

Calculated values
calculated total energy	-1069.052125	Eh
gap between HOMO and LUMO	0.3611	Eh
energy relative to the best compared isomer or geometry (same formula, charge and spin)	315.1	kJ/mol
HOMO energy	-9.72	eV
M	112.95	g/mol
spin multiplicity	1

=====

No. 3
Below is a 40-piece molecular cluster, H80O40 overall at a distorted geometry, with properties calculated with ωB97M-V/def2-TZVPD.

XYZ file:
```
120
Properties=species:S:1:pos:R:3
H -2.502 -1.059 0.362
H -3.966 -1.311 1.011
O -3.031 -1.500 1.087
H -5.931 1.906 3.012
H -4.763 1.368 2.430
O -5.135 1.446 3.306
H -0.238 -1.631 -3.875
H -1.627 -1.479 -4.489
O -1.169 -1.697 -3.643
H 3.421 2.711 -2.703
H 3.333 1.209 -2.667
O 2.759 1.999 -2.752
H -3.938 -1.554 4.154
H -5.330 -0.756 4.194
O -4.889 -1.614 4.122
H 3.621 -2.584 -3.778
O 3.577 -1.618 -3.708
H 3.186 3.522 1.857
O 3.616 4.227 2.405
H -0.207 0.354 -3.877
H 1.397 0.600 -3.767
O 0.660 0.155 -4.218
H 5.140 -3.907 -0.198
H 3.671 -3.479 0.229
O 4.299 -3.588 -0.495
H -1.968 -0.876 -6.557
H -0.503 -1.139 -6.049
O -1.371 -1.539 -6.148
H -2.642 2.063 1.530
H -3.866 2.060 0.579
O -3.254 1.466 1.042
H 1.381 2.754 2.532
O 1.044 3.252 1.779
H -0.912 -4.399 -5.654
H 0.606 -4.427 -5.651
O -0.155 -3.859 -5.481
H -3.115 0.859 -1.756
H -2.229 1.518 -2.858
O -3.147 1.345 -2.579
H 0.784 -0.646 1.002
H 1.927 -1.410 1.772
O 1.279 -0.705 1.833
H 4.555 -0.664 -2.350
H 4.141 0.007 -0.968
O 4.834 -0.065 -1.640
H 1.049 2.369 -2.490
H 0.070 3.292 -3.551
O 0.267 2.464 -3.077
H 1.532 -3.475 4.257
H 2.538 -3.005 5.451
O 1.862 -3.611 5.145
H 1.714 3.894 -0.366
O 2.624 3.586 -0.494
H -0.822 -2.603 3.986
H -0.684 -1.363 5.003
O -1.282 -1.883 4.463
H 3.918 -2.844 2.478
O 3.037 -2.842 2.108
H -1.611 0.693 0.139
H -0.280 0.633 -0.643
O -1.167 0.290 -0.612
H -0.161 -6.242 -0.130
H -0.704 -4.715 -0.615
O -0.482 -5.644 -0.794
H -1.488 -4.014 -2.018
H -1.496 -2.599 -2.088
O -0.968 -3.288 -1.606
H -0.910 3.500 -5.433
H -1.546 4.301 -4.273
O -0.752 4.247 -4.825
H -2.827 3.163 -2.800
H -1.786 4.020 -2.044
O -2.608 4.079 -2.585
H -4.229 -3.713 1.975
H -4.740 -2.456 2.671
O -4.878 -3.002 1.857
H -1.746 -3.247 1.635
H -1.178 -3.534 0.161
O -1.010 -3.154 1.044
H 1.763 5.974 -1.270
H 0.300 6.125 -1.400
O 0.938 5.561 -0.973
H -1.801 3.353 -0.442
H -0.346 2.778 -0.825
O -0.859 3.516 -0.516
H 2.409 1.144 -0.796
H 2.836 1.126 0.661
O 2.596 0.531 -0.076
H 5.808 0.715 3.060
O 5.108 0.642 2.372
H -4.045 4.346 2.195
H -4.050 5.208 0.787
O -4.239 4.385 1.267
H 3.127 4.047 0.207
H 2.908 -1.490 -3.018
H 2.530 -3.619 2.341
H 2.909 4.476 3.007
H 0.123 3.496 1.956
H 5.618 1.204 1.744
O 2.598 -4.057 -2.645
H 2.529 -4.903 -3.084
H 3.108 -4.236 -1.828
O -2.759 3.050 3.324
H -1.968 2.819 3.838
H -3.628 2.784 3.698
O 1.314 -1.392 -1.899
H 0.900 -2.268 -1.930
H 0.798 -0.816 -2.488
O 0.054 -3.764 3.115
H -0.833 -4.055 3.303
H 0.143 -3.307 2.190
O -1.265 0.134 2.109
H -0.839 -0.434 2.766
H -2.054 -0.413 1.951
O 2.297 1.301 3.519
H 2.009 0.360 3.335
H 3.252 1.220 3.405
O -0.442 1.665 4.339
H -0.273 0.950 3.621
H -1.172 1.229 4.773
```

Calculated values
calculated total energy	-3057.526114	Eh
gap between HOMO and LUMO	0.3710	Eh
energy relative to the best compared isomer or geometry (same formula, charge and spin)	607.1	kJ/mol
HOMO energy	-10.29	eV
M	720.60	g/mol
spin multiplicity	1

=====

No. 4
Below is a 5-piece molecular cluster, C44H82N9O7P overall at a distorted geometry, with properties calculated with ωB97M-V/def2-TZVPD.

XYZ file:
```
143
Properties=species:S:1:pos:R:3
C -0.350 -1.456 0.586
C -1.439 -1.440 0.049
C -2.768 -1.565 -0.763
C -2.602 -2.669 -1.888
C -1.664 -2.282 -3.106
C -2.256 -1.240 -4.167
P -1.784 0.429 -3.356
N -0.745 1.289 -4.202
C -3.721 -1.428 -4.729
C -4.253 -0.505 -5.918
C -4.167 1.041 -5.660
N -3.777 1.854 -6.576
C -4.959 -1.323 -3.699
C -5.869 -2.644 -3.684
C -7.345 -2.176 -3.298
O -8.261 -2.379 -4.091
N -7.675 -1.556 -2.020
C -7.419 -0.104 -2.023
C -6.427 0.393 -1.008
C -6.101 1.864 -1.009
C -6.762 2.754 -2.015
C -7.765 2.244 -3.016
C -8.079 0.794 -3.009
N -3.562 -2.744 -5.453
C -2.214 -2.723 -6.066
O -1.791 -3.486 -6.908
C -1.301 -1.535 -5.437
O -1.259 -0.586 -6.517
C 0.236 -1.829 -5.182
C 1.188 -1.521 -6.404
C 1.786 -0.030 -6.379
C 3.324 0.023 -5.985
N 3.659 1.077 -5.004
C 4.426 2.246 -5.223
C 4.636 3.102 -4.036
C 3.852 2.350 -2.970
C 3.313 1.133 -3.630
H 0.663 -1.648 1.011
H -3.181 -0.578 -1.113
H -3.533 -1.975 -0.023
H -3.613 -3.090 -2.196
H -2.088 -3.550 -1.375
H -1.353 -3.276 -3.567
H -0.741 -1.797 -2.650
H -1.189 0.235 -2.056
H -3.021 1.137 -3.186
H 0.076 1.458 -3.612
H -3.755 -0.697 -6.916
H -5.348 -0.775 -6.077
H -4.497 1.445 -4.646
H -3.823 2.822 -6.215
H -5.667 -0.482 -3.987
H -4.633 -1.098 -2.646
H -5.574 -3.392 -2.896
H -5.982 -3.112 -4.710
H -8.703 -1.644 -1.939
H -5.932 -0.293 -0.262
H -5.342 2.302 -0.296
H -6.531 3.851 -2.079
H -8.230 2.941 -3.772
H -8.799 0.306 -3.729
H -3.596 -3.567 -4.837
H -1.741 0.241 -6.325
H 0.564 -1.156 -4.324
H 0.417 -2.887 -4.802
H 2.101 -2.195 -6.271
H 0.766 -1.799 -7.413
H 1.653 0.461 -7.395
H 1.230 0.618 -5.644
H 3.927 0.232 -6.921
H 3.715 -0.949 -5.566
H 4.889 2.591 -6.194
H 5.222 4.054 -3.935
H 3.724 2.663 -1.899
H 2.704 0.305 -3.174
C 5.008 -0.145 4.950
C 3.541 0.258 5.064
C 2.575 -0.755 4.415
O 2.524 -0.686 2.996
C 3.562 -1.392 2.333
N 3.371 1.604 4.502
H 5.412 0.016 3.950
H 5.616 0.450 5.636
H 5.150 -1.196 5.217
H 3.300 0.299 6.132
H 1.562 -0.518 4.755
H 2.781 -1.779 4.748
H 3.850 -2.301 2.867
H 4.429 -0.743 2.192
H 3.201 -1.674 1.342
H 2.411 1.904 4.660
H 3.431 1.518 3.488
C 3.361 4.529 9.042
C 3.320 3.797 7.703
C 3.683 4.694 6.502
O 2.642 5.576 6.097
C 2.557 6.773 6.848
N 1.999 3.179 7.538
H 2.499 5.182 9.189
H 3.356 3.810 9.865
H 4.271 5.128 9.135
H 4.068 2.998 7.751
H 3.867 4.044 5.642
H 4.614 5.247 6.677
H 3.540 7.132 7.165
H 1.907 6.632 7.715
H 2.098 7.537 6.216
H 2.004 2.620 6.688
H 1.340 3.928 7.325
C -3.329 2.131 5.025
C -2.482 3.183 5.735
C -1.321 3.717 4.874
O -0.212 2.834 4.775
C -0.346 1.819 3.795
N -2.004 2.630 7.008
H -2.836 1.159 4.976
H -4.270 1.981 5.561
H -3.578 2.446 4.008
H -3.139 4.031 5.956
H -0.932 4.620 5.356
H -1.664 4.022 3.878
H -0.900 2.160 2.916
H -0.827 0.939 4.229
H 0.656 1.521 3.478
H -1.515 3.361 7.520
H -1.268 1.959 6.790
C 5.103 -7.216 0.179
C 3.944 -6.240 -0.007
C 4.387 -4.853 -0.511
O 4.974 -4.027 0.486
C 6.349 -4.276 0.725
N 3.195 -6.146 1.251
H 5.687 -7.008 1.076
H 4.723 -8.237 0.279
H 5.773 -7.201 -0.685
H 3.283 -6.667 -0.768
H 3.494 -4.316 -0.845
H 5.045 -4.933 -1.385
H 6.880 -4.565 -0.187
H 6.467 -5.045 1.492
H 6.798 -3.358 1.109
H 2.373 -5.565 1.099
H 3.758 -5.597 1.900
```

Calculated values
calculated total energy	-3086.159460	Eh
SMILES	[H]/N=C/C[C@@]1(CCC(=O)Nc2ccccc2)NC(=O)[C@](O)(CCCCn2cccc2)[C@@]1(CCCC#C)[PH2]=N.COC[C@@H](C)N.COC[C@@H](C)N.COC[C@@H](C)N.COC[C@@H](C)N
gap between HOMO and LUMO	0.2882	Eh
HOMO energy	-7.78	eV
M	880.17	g/mol
spin multiplicity	1

=====

No. 5
Below is an isolated ion of composition C5H6N and charge +1 at a distorted geometry, with properties calculated with ωB97M-V/def2-TZVPD.

XYZ file:
```
12
Properties=species:S:1:pos:R:3
C 2.544 0.292 0.169
C 1.891 -0.683 -0.587
C -0.871 -0.515 -0.779
C 1.277 0.317 0.795
C -1.965 0.156 -0.055
N 0.574 -0.207 -0.277
H 3.505 0.658 0.428
H -1.157 -0.942 -1.727
H 1.110 0.225 1.791
H -2.810 -0.523 -0.268
H -1.841 0.071 1.044
H -2.257 1.150 -0.534
```

Calculated values
calculated total energy	-248.346719	Eh
net charge	+1
SMILES	C/C=[N+]1/C2=C[C@H]21
gap between HOMO and LUMO (spin up / spin down)	0.2789 / 0.2791	Eh
energy relative to the best compared isomer or geometry (same formula, charge and spin)	706.2	kJ/mol
HOMO energy (spin up / spin down)	-14.23 / -14.23	eV
M	80.11	g/mol
spin multiplicity	1

=====

No. 6
Below is a 2-piece molecular cluster, C12H16N2 overall at a distorted geometry, with properties calculated with ωB97M-V/def2-TZVPD.

XYZ file:
```
30
Properties=species:S:1:pos:R:3
C 0.022 4.842 -1.779
C 0.956 1.520 0.680
C -0.181 1.496 -0.112
C 1.824 2.626 0.642
C -0.545 2.710 -0.739
C 1.555 3.707 -0.209
C 0.322 3.728 -0.831
H 1.302 0.763 1.361
H -0.848 0.631 -0.307
H 2.675 2.685 1.277
H -1.498 2.512 -1.201
H 2.357 4.443 -0.364
H 0.661 5.734 -1.764
H -0.868 5.381 -1.380
H -0.232 4.573 -2.866
C -1.305 -2.419 1.431
C -2.178 -3.632 1.840
C -0.346 -2.927 0.398
C 1.021 -2.791 0.384
C 0.357 -3.646 -1.512
N -0.735 -3.502 -0.807
N 1.468 -3.283 -0.805
H -1.914 -1.560 1.216
H -0.730 -1.965 2.218
H -2.042 -4.474 1.110
H 1.578 -2.597 1.305
H 0.264 -3.905 -2.537
H 2.415 -3.448 -1.122
H -3.208 -3.396 1.569
H -2.147 -3.805 2.904
```

Calculated values
calculated total energy	-576.314269	Eh
SMILES	CCc1c[nH]cn1.Cc1ccccc1
gap between HOMO and LUMO	0.3445	Eh
energy relative to the best compared isomer or geometry (same formula, charge and spin)	172.5	kJ/mol
HOMO energy	-8.53	eV
M	188.27	g/mol
spin multiplicity	1

=====

No. 7
Below is C32H32F6N7ORuSSb as an isolated structure at a distorted geometry, with properties calculated with ωB97M-V/def2-TZVPD.

XYZ file:
```
81
Properties=species:S:1:pos:R:3
Ru -0.165 -0.263 -0.164
C 3.603 -2.298 -0.275
C 3.542 -3.259 0.728
C 2.349 -3.440 1.396
C 1.241 -2.640 1.094
N 1.335 -1.664 0.160
C 2.482 -1.534 -0.530
N 0.085 -2.937 1.783
C -1.066 -2.388 1.666
N -1.410 -1.306 0.840
C -2.730 -0.940 1.122
N -3.347 0.104 0.705
C -2.872 1.120 -0.088
C -3.801 2.108 -0.413
C -3.434 3.176 -1.216
C -2.129 3.239 -1.664
C -1.240 2.234 -1.297
N -1.592 1.194 -0.537
C -3.290 -1.932 2.053
C -4.564 -2.080 2.561
C -4.778 -3.128 3.450
C -3.742 -3.980 3.827
C -2.461 -3.825 3.312
C -2.260 -2.798 2.409
H 4.500 -2.139 -0.858
H 4.405 -3.867 0.969
H 2.222 -4.203 2.151
H 2.487 -0.784 -1.309
H -4.802 2.000 -0.021
H -4.153 3.938 -1.482
H -1.775 4.045 -2.292
H -0.217 2.266 -1.633
H -5.364 -1.409 2.275
H -5.769 -3.285 3.855
H -3.941 -4.779 4.529
H -1.651 -4.482 3.601
N -0.584 -1.044 -1.873
C -0.836 -1.451 -2.928
N -1.075 -1.868 -4.115
C -2.417 -1.749 -4.732
C -2.331 -0.855 -5.962
C -1.262 -1.372 -6.927
C 0.096 -1.474 -6.227
C 0.001 -2.371 -5.000
H -3.117 -1.361 -3.994
H -2.730 -2.756 -5.017
H -2.090 0.165 -5.650
H -3.309 -0.839 -6.445
H -1.184 -0.698 -7.779
H -1.556 -2.354 -7.312
H 0.437 -0.482 -5.920
H 0.842 -1.896 -6.902
H 0.936 -2.395 -4.446
H -0.265 -3.389 -5.292
C 6.790 1.058 0.434
C 5.455 1.026 1.060
C 4.333 1.661 0.302
C 2.981 1.643 0.942
C 2.805 0.953 2.090
C 3.894 0.292 2.730
C 5.193 0.376 2.243
S 1.148 0.788 2.804
C 0.902 2.467 3.379
O 0.219 0.779 1.605
H 6.833 1.759 -0.397
H 7.039 0.062 0.049
H 7.556 1.306 1.174
H 4.590 2.689 -0.010
H 2.171 2.135 0.398
H 3.698 -0.286 3.629
H 6.000 -0.106 2.782
H 1.364 3.166 2.685
H 1.331 2.564 4.378
H -0.176 2.616 3.418
F 1.188 0.887 -0.887
Sb 2.531 2.273 -2.787
F 4.274 3.213 -2.495
F 1.899 3.723 -3.825
F 1.953 3.250 -1.186
F 0.690 1.311 -3.415
F 4.251 0.939 -0.875
```

Calculated values
calculated total energy	-3029.171522	Eh
net charge	+2
gap between HOMO and LUMO (spin up / spin down)	0.1527 / 0.1518	Eh
HOMO energy (spin up / spin down)	-12.79 / -12.77	eV
M	899.54	g/mol
spin multiplicity	1

=====

Q: Which of these has the highest M?
A: C32H32F6N7ORuSSb

=====

Q: The highest calculated total energy belongs to which entry?
A: C5H6N